Formula: C28H38BClN3O12S
Source: the Open Molecules 2025 dataset
Level of theory: ωB97M-V with the def2-TZVPD basis set

Charge   +1

CARTESIAN COORDINATES (ANGSTROEM)
Cl: 6.59 7.13 -0.30
S: -4.21 3.78 -0.92
O: 1.62 1.19 -5.58
O: -3.85 0.41 3.63
O: 0.36 3.40 -4.92
O: -0.41 -3.02 -2.54
O: 0.05 -3.35 5.14
O: 0.38 -5.01 -1.83
O: -2.67 1.49 1.99
O: -0.62 -3.59 -0.33
O: -1.74 1.09 4.04
O: -5.64 1.34 -1.59
O: -2.21 -3.03 5.04
O: -1.27 -5.01 4.38
N: 2.98 3.12 -2.60
N: -7.17 3.36 -1.67
N: -7.91 2.21 -2.00
C: -1.92 2.07 -1.45
C: -2.33 0.74 5.29
C: -2.92 3.18 -2.20
C: 1.13 1.15 -1.96
C: 2.25 -4.23 4.67
C: 5.66 6.48 -1.79
C: 1.66 1.08 -0.38
C: -7.03 0.95 -1.96
C: -5.78 2.82 -1.42
C: 1.83 2.19 -3.03
C: 5.63 4.83 -1.83
C: 4.73 4.14 -0.65
C: 1.56 -5.80 -3.78
C: 0.98 0.08 0.75
C: -3.45 -0.17 4.86
C: 2.90 2.12 -0.01
C: -2.75 1.04 3.12
C: -0.12 0.19 -2.40
C: -1.23 -3.73 4.87
C: 0.07 -5.37 4.11
C: -1.56 0.95 -2.60
C: -1.31 0.07 6.20
C: -0.25 -3.85 -1.46
C: 0.36 -5.04 -3.24
C: 3.54 3.14 -1.17
C: 0.36 -3.58 -3.59
C: 0.83 -4.54 5.09
C: 0.43 -1.05 1.40
B: 1.26 2.25 -4.60
H: -0.15 -1.70 2.21
H: 5.44 3.54 0.10
H: 6.75 4.48 -1.66
H: -1.00 -0.90 5.81
H: -7.37 -0.17 -2.16
H: 2.30 -3.89 3.63
H: 2.89 -5.12 4.77
H: -1.72 -0.07 7.20
H: 5.34 4.51 -2.92
H: 1.65 -6.77 -3.30
H: -2.56 1.61 -0.57
H: -2.28 4.16 -2.46
H: 1.35 -3.12 -3.57
H: -3.13 -1.20 4.67
H: -2.70 1.66 5.75
H: -0.57 -5.53 -3.55
H: 0.14 -0.31 -3.45
H: 2.67 -3.43 5.28
H: -2.40 0.11 -2.53
H: 3.34 3.76 -3.34
H: 0.29 -5.13 3.07
H: -3.41 2.75 -3.18
H: -4.27 -0.18 5.58
H: 3.32 2.12 1.10
H: -1.01 2.69 -1.05
H: 0.75 0.76 -5.90
H: 1.47 -5.94 -4.87
H: -0.40 0.68 6.27
H: 4.59 6.98 -1.80
H: 2.49 -5.26 -3.58
H: 6.22 6.82 -2.79
H: 4.20 4.97 0.03
H: -0.26 -0.71 -1.65
H: 0.82 -4.98 6.10
H: 0.22 -6.45 4.27
H: -0.06 3.65 -4.03
H: -0.10 -3.38 -4.56
H: -1.63 1.37 -3.70

Here are the Mulliken charges for atoms 1 to 4, given in e: atom 1 (Cl): -0.1813, atom 2 (S): -0.0748, atom 3 (O): -0.5552, atom 4 (O): -0.3046



Formula: C28H38CaGeN6O4SSi
Source: the Open Molecules 2025 dataset
Level of theory: ωB97M-V with the def2-TZVPD basis set

ΔE to the lowest compared entry with this formula, charge and spin   132.9 kJ/mol

CARTESIAN COORDINATES (ANGSTROEM)
Ge: -1.13 0.60 -1.80
Ca: 0.31 0.48 0.58
S: 4.13 1.74 4.68
Si: 0.22 -3.53 -0.51
O: 4.55 1.98 3.30
O: 3.76 2.94 5.41
O: 4.93 0.77 5.39
O: 1.15 -2.06 -0.76
N: 2.63 -0.64 -4.97
N: 2.77 0.40 0.68
N: 4.17 -3.29 -1.72
N: 1.24 -1.48 -2.00
N: -0.84 -0.73 2.63
N: -0.60 2.82 0.94
C: -3.53 1.66 -0.45
C: -3.09 -3.16 -4.04
C: 2.59 -0.40 3.93
C: -1.96 -0.93 -2.74
C: 0.23 -4.40 -2.12
C: -1.49 -3.08 0.04
C: -3.98 3.80 -2.12
C: 0.32 3.68 0.16
C: 3.35 -2.60 -2.12
C: 1.17 -4.36 0.83
C: -3.63 -2.70 -2.85
C: -3.07 -1.60 -2.22
C: 1.38 1.60 4.47
C: 2.58 0.91 4.39
C: 0.21 1.04 3.96
C: -2.92 2.94 -2.36
C: -1.44 -1.41 -3.95
C: -4.83 3.59 -1.04
C: 2.26 2.67 1.46
C: 2.95 1.84 0.38
C: -2.00 -2.51 -4.59
C: 1.45 -0.96 3.40
C: 1.60 3.95 0.94
C: 2.32 -1.73 -2.64
C: -4.60 2.51 -0.20
C: 2.48 -1.12 -3.94
C: -2.67 1.84 -1.53
C: 0.27 -0.22 3.38
H: -0.71 3.21 1.88
H: 1.48 2.08 1.97
H: -0.72 1.59 3.98
H: -0.40 1.30 -3.00
H: -5.65 4.26 -0.86
H: -4.49 -3.19 -2.42
H: -0.81 -1.74 2.56
H: -1.58 -2.85 -5.53
H: 2.30 4.51 0.31
H: 4.01 2.12 0.32
H: -3.52 -4.02 -4.54
H: -3.37 0.82 0.24
H: 3.53 -0.94 3.94
H: 1.30 -3.70 1.69
H: -4.15 4.64 -2.78
H: 0.53 3.16 -0.79
H: -0.60 -0.90 -4.41
H: -5.26 2.33 0.64
H: -1.53 2.83 0.51
H: 3.34 -0.17 0.06
H: -3.52 -1.25 -1.29
H: -2.23 -3.43 -0.68
H: 2.98 2.87 2.26
H: -2.27 3.12 -3.21
H: -0.28 -3.80 -2.88
H: 2.52 2.03 -0.62
H: 3.14 0.23 1.62
H: 0.65 -5.25 1.17
H: -0.32 -5.34 -2.02
H: 1.38 2.60 4.88
H: 2.16 -4.64 0.48
H: -1.63 -2.00 0.10
H: -0.16 4.62 -0.12
H: -1.72 -3.52 1.01
H: 1.46 -1.96 2.99
H: 1.24 -4.65 -2.47
H: 1.38 4.61 1.78
H: -1.75 -0.45 2.99

Here are the Mulliken charges for atoms 1 to 4, given in e: atom 1 (Ge): 0.1544, atom 2 (Ca): 1.1945, atom 3 (S): 1.3345, atom 4 (Si): 0.2940



Formula: C28H38Cl8F18O12
Source: the Open Molecules 2025 dataset
Level of theory: ωB97M-V with the def2-TZVPD basis set

SMILES   CCOC(=O)C(F)(F)F.CCOC(=O)C(F)(F)F.CCOC(=O)C(F)(F)F.CCOC(=O)C(F)(F)F.CCOC(=O)C(F)(F)F.CCOC(=O)C(F)(F)F.ClCCl.ClCCl.ClCCl.ClCCl

CARTESIAN COORDINATES (ANGSTROEM)
Cl: 5.66 2.98 -0.55
Cl: -0.30 -2.73 3.38
Cl: -2.00 -4.81 2.07
Cl: -4.49 4.50 0.29
Cl: 4.30 4.44 1.52
Cl: -4.13 2.20 2.11
Cl: 1.54 6.33 3.33
Cl: -0.49 4.25 3.38
F: 2.06 1.70 3.28
F: -6.53 -2.53 2.48
F: -1.24 5.69 -3.17
F: 1.55 -4.81 2.16
F: -1.91 4.60 -1.41
F: 7.12 -1.33 2.72
F: 5.87 0.41 2.55
F: -4.48 -2.11 2.44
F: 1.61 -0.39 2.81
F: 2.97 -4.42 0.49
F: -1.33 0.50 -4.87
F: 7.69 0.25 1.41
F: -2.53 -0.43 -6.45
F: -5.20 -3.94 3.46
F: -0.07 5.74 -1.32
F: 0.24 0.82 3.88
F: 1.18 -3.16 0.77
F: -1.74 -1.65 -4.89
O: -4.81 -3.01 0.10
O: -5.43 -5.06 0.97
O: 3.21 -3.40 3.47
O: 0.97 4.10 -3.36
O: -0.54 0.54 1.29
O: 6.45 -2.15 0.10
O: 1.02 2.05 0.72
O: -3.88 0.95 -4.14
O: 4.95 -0.40 0.19
O: -0.57 2.67 -2.48
O: -4.09 -1.33 -3.93
O: 3.44 -1.92 1.77
C: -5.08 1.10 -3.25
C: -1.27 -4.19 3.60
C: 5.97 -1.12 0.64
C: 2.21 3.59 -5.46
C: 4.19 -2.68 4.30
C: 1.63 3.02 -4.15
C: -4.58 1.23 -1.84
C: 4.34 -1.00 -1.04
C: -5.17 -3.88 1.11
C: -3.61 3.89 1.73
C: -5.84 -3.52 -2.14
C: -0.09 3.77 -2.65
C: 1.19 4.63 2.94
C: -5.35 -3.11 2.41
C: 1.11 0.87 2.88
C: -2.30 -0.41 -5.12
C: 5.41 -3.59 4.38
C: 2.13 -3.85 1.42
C: 0.55 1.25 1.45
C: 3.02 -2.93 2.27
C: -1.21 0.73 0.00
C: -2.24 -0.44 -0.17
C: -4.64 -3.60 -1.24
C: -3.57 -0.34 -4.33
C: 4.36 2.91 0.68
C: 6.66 -0.45 1.85
C: -0.85 4.96 -2.10
C: 3.12 -0.19 -1.42
H: 3.19 0.89 -1.51
H: -4.39 -4.68 -1.09
H: -3.22 -0.12 0.22
H: 2.45 2.60 -3.57
H: 4.31 -1.67 3.98
H: -5.15 1.94 -1.24
H: -6.21 -2.52 -2.43
H: 4.56 2.11 1.42
H: -5.59 -4.02 -3.06
H: 5.07 -0.99 -1.89
H: -2.53 3.86 1.51
H: -0.41 0.69 -0.78
H: 2.69 -0.63 -2.31
H: -6.70 -3.99 -1.67
H: 2.61 2.78 -6.03
H: -0.55 -4.94 3.86
H: 2.92 4.35 -5.16
H: -3.88 4.57 2.56
H: 1.46 4.15 -6.03
H: 5.85 -3.66 3.37
H: -1.86 -1.30 0.36
H: -5.42 2.09 -3.56
H: -3.80 -3.06 -1.67
H: 6.11 -3.25 5.15
H: -2.08 -4.02 4.34
H: 1.30 4.46 1.87
H: 3.66 -2.64 5.27
H: -1.61 1.74 -0.09
H: 3.43 2.77 0.11
H: -4.68 0.26 -1.32
H: -5.85 0.38 -3.46
H: 0.86 2.28 -4.35
H: -2.50 -0.74 -1.20
H: 1.83 4.00 3.53
H: 2.36 -0.33 -0.59
H: 5.14 -4.59 4.64
H: 4.02 -2.02 -0.76
H: -3.51 1.43 -1.78

Here are the Mulliken charges for atoms 1 to 4, given in e: atom 1 (Cl): -0.2065, atom 2 (Cl): 0.0179, atom 3 (Cl): -0.1586, atom 4 (Cl): -0.1706



Formula: C28H38CsN10OSe4
Source: the Open Molecules 2025 dataset
Level of theory: ωB97M-V with the def2-TZVPD basis set

Charge   -1
ΔE to the lowest compared entry with this formula, charge and spin   6.1 kJ/mol

CARTESIAN COORDINATES (ANGSTROEM)
Cs: 0.22 -1.34 0.56
Se: 0.83 -4.23 2.36
Se: 0.10 -4.30 -1.50
Se: 2.37 -2.57 3.03
Se: 1.52 -5.05 0.23
O: -2.10 3.20 0.27
N: -3.00 -1.40 -0.23
N: -2.62 1.86 3.51
N: 2.35 -0.88 -2.99
N: -0.61 -0.80 -2.75
N: 2.58 2.64 -0.11
N: 3.18 -1.93 -0.53
N: -1.46 0.06 2.88
N: 0.58 1.76 1.66
N: -2.48 1.20 -0.68
N: 4.09 1.23 0.74
C: 0.14 -0.42 -3.95
C: 3.96 3.31 -2.11
C: 3.71 2.62 -0.93
C: -5.21 -1.00 0.56
C: 4.16 -1.73 -1.58
C: 4.67 1.74 -0.41
C: -4.54 -1.73 3.92
C: -0.62 2.51 -1.50
C: -3.23 -2.71 -0.18
C: -3.46 0.78 3.72
C: 5.18 3.10 -2.73
C: 1.44 -1.19 -4.07
C: -3.62 0.92 0.16
C: 3.47 -1.82 -2.93
C: -3.96 -0.56 0.15
C: -5.45 -2.36 0.61
C: -1.78 2.35 -0.55
C: -0.28 2.25 2.71
C: 6.13 2.22 -2.19
C: 2.86 1.80 0.85
C: -1.45 1.36 2.98
C: -2.71 -0.34 3.34
C: -4.44 -3.24 0.25
C: 1.97 1.54 2.02
C: -3.25 -1.62 3.44
C: -5.29 -0.61 4.28
C: 5.90 1.53 -1.02
C: -4.76 0.67 4.19
H: -0.44 -0.59 -4.87
H: -4.59 -4.31 0.29
H: -0.17 1.54 -1.75
H: 2.29 2.22 2.83
H: 5.40 3.62 -3.66
H: 3.22 3.98 -2.53
H: 1.91 -0.94 -5.02
H: 3.58 -1.91 0.41
H: 6.63 0.84 -0.61
H: -6.41 -2.73 0.94
H: -2.66 -2.48 3.16
H: -2.41 -3.35 -0.49
H: 0.28 2.32 3.65
H: 1.88 -0.98 -2.10
H: -6.30 -0.74 4.65
H: -5.34 1.54 4.48
H: 4.41 0.45 1.29
H: 4.18 -1.60 -3.73
H: 2.13 0.51 2.38
H: 1.20 -2.27 -4.10
H: -0.99 2.96 -2.42
H: 4.59 -0.73 -1.48
H: 0.36 0.65 -3.91
H: 4.99 -2.45 -1.56
H: -3.37 1.22 1.17
H: -2.88 2.83 3.49
H: 3.12 -2.86 -3.07
H: -0.66 3.25 2.48
H: -4.98 -2.72 4.02
H: -2.05 0.42 -1.17
H: 2.79 -2.87 -0.60
H: -0.42 -1.78 -2.52
H: 0.54 2.38 0.86
H: 7.07 2.08 -2.71
H: -5.97 -0.28 0.86
H: -4.49 1.50 -0.14
H: 0.13 3.17 -1.07
H: -1.61 -0.76 -2.91

Here are the Mulliken charges for atoms 1 to 4, given in e: atom 1 (Cs): 0.5978, atom 2 (Se): -0.2826, atom 3 (Se): -0.4835, atom 4 (Se): -0.5881



Formula: C28H38N2O10S
Source: the Open Molecules 2025 dataset
Level of theory: ωB97M-V with the def2-TZVPD basis set

ΔE to the lowest compared entry with this formula, charge and spin   0.0 kJ/mol
SMILES   COC(=O)C/C=C/[C@@H](C)[C@@H](/C=N/OCC[C@@H]1C=C[C@H](OC(C)=O)[C@@H](COC(C)=O)O1)NS(=O)(=O)c1ccc(C)cc1

CARTESIAN COORDINATES (ANGSTROEM)
S: -1.63 0.82 -1.30
O: -1.39 -0.52 -1.78
O: -0.25 -1.39 1.61
O: -6.08 -0.83 -1.33
O: 3.54 -0.71 2.10
O: 3.47 -3.20 -0.59
O: -4.35 -2.13 -0.71
O: 1.28 2.81 2.10
O: -2.78 1.52 -1.80
O: 2.56 -1.56 -1.82
O: 1.06 -3.15 1.14
N: 0.22 2.07 1.60
N: -1.79 0.70 0.33
C: -4.31 -0.37 1.53
C: 2.16 1.95 -2.07
C: 4.14 0.41 1.46
C: -5.37 -1.30 -0.48
C: -1.01 -3.03 0.03
C: -3.01 1.63 2.27
C: 3.12 1.51 1.14
C: 2.09 3.34 -2.04
C: 2.08 -2.60 1.97
C: 4.02 -2.27 0.33
C: 1.03 1.18 -1.86
C: 0.86 3.95 -1.81
C: 2.73 -2.73 -1.60
C: -2.26 0.85 3.35
C: -4.01 -2.39 -2.06
C: -2.10 1.92 1.04
C: -0.06 -2.42 1.00
C: -4.25 0.93 1.80
C: 2.17 -3.85 -2.43
C: -0.28 3.18 -1.61
C: 4.84 -1.19 -0.31
C: 4.89 0.03 0.22
C: -0.89 2.67 1.48
C: -0.18 1.80 -1.62
C: -5.54 -1.05 1.01
C: 3.31 4.18 -2.24
C: 2.37 1.96 2.39
C: 2.92 -1.59 1.19
H: 3.10 1.46 -2.26
H: -1.49 1.48 3.80
H: -1.02 3.72 1.75
H: -3.30 2.61 2.68
H: -3.14 -1.78 -2.33
H: 2.08 -4.75 -1.83
H: 3.02 2.56 3.04
H: 1.63 -2.08 2.82
H: -4.85 -2.14 -2.71
H: 5.37 -1.45 -1.21
H: 2.68 -3.44 2.32
H: 2.84 -4.04 -3.27
H: -6.43 -0.43 1.15
H: 4.85 0.79 2.22
H: 2.38 1.12 0.43
H: 3.62 2.35 0.67
H: -3.77 -3.45 -2.14
H: -2.00 -3.14 0.49
H: 5.48 0.81 -0.23
H: -2.68 2.53 0.33
H: -1.13 -2.33 -0.80
H: -5.12 1.55 1.64
H: -0.65 -3.99 -0.32
H: 4.19 3.56 -2.42
H: -1.77 -0.02 2.93
H: 1.20 -3.56 -2.83
H: 0.79 5.02 -1.79
H: -2.95 0.54 4.13
H: 2.02 1.08 2.94
H: 2.25 -1.04 0.51
H: -5.68 -2.01 1.51
H: 4.65 -2.88 0.99
H: -1.12 0.10 0.79
H: 3.17 4.84 -3.10
H: 3.49 4.81 -1.37
H: 1.08 0.11 -1.89
H: -1.24 3.64 -1.46
H: -3.44 -1.00 1.64

Here are the Mulliken charges for atoms 1 to 4, given in e: atom 1 (S): 1.5426, atom 2 (O): -0.8566, atom 3 (O): -0.5535, atom 4 (O): -0.6096



no.,DFT total energy (eV),lowest unoccupied orbital energy (eV)
1,-82704.5150,-4.90
2,-140451.2679,-1.78
3,-203317.9627,0.38
4,-308541.5769,1.85
5,-63941.4687,0.65